(1)
{
  "formula": "C5H10O2",
  "method": "ωB97M-V with the def2-TZVPD basis set",
  "elements": ["C", "C", "O", "C", "C", "C", "O", "H", "H", "H", "H", "H", "H", "H", "H", "H", "H"],
  "positions_angstrom": [[0.595, -0.916, 1.699], [-0.092, -0.770, 0.372], [0.552, -1.463, -0.701], [-1.571, -0.590, 0.176], [-0.659, 0.588, 0.048], [0.606, 2.030, -1.091], [-0.230, 0.859, -1.435], [0.502, -1.924, 2.116], [1.660, -0.671, 1.595], [0.153, -0.196, 2.395], [0.145, -2.338, -0.765], [-2.016, -1.066, -0.695], [-2.224, -0.513, 1.043], [-0.102, 2.813, -0.816], [1.236, 1.848, -0.212], [1.181, 2.264, -1.979], [0.265, 0.045, -1.751]],
  "orbital_gap_ev": 8.0,
  "charge": 0,
  "lumo_energy_ev": 0.74
}

---

(2)
{
  "formula": "C6H13N",
  "method": "ωB97M-V with the def2-TZVPD basis set",
  "elements": ["C", "C", "C", "C", "C", "C", "N", "H", "H", "H", "H", "H", "H", "H", "H", "H", "H", "H", "H", "H"],
  "positions_angstrom": [[-2.023, 0.131, 0.313], [-1.051, 1.291, 0.152], [0.069, 0.972, -0.965], [2.783, -1.243, 0.917], [1.744, -0.116, 0.406], [0.893, -0.129, -0.693], [-2.403, -0.441, -0.942], [-2.812, 0.636, 0.896], [-1.501, -0.667, 0.918], [-0.594, 1.535, 1.058], [-1.708, 2.113, -0.318], [0.732, 1.872, -0.923], [-0.466, 0.941, -1.935], [3.050, -1.925, 0.103], [2.189, -1.807, 1.626], [3.654, -0.960, 1.498], [1.586, 0.809, 0.966], [0.951, -1.139, -0.986], [-3.315, -0.721, -1.022], [-1.778, -1.151, -1.071]],
  "orbital_gap_ev": 9.7,
  "charge": 0,
  "lumo_energy_ev": 1.11,
  "smiles": "C/C=C/CCCN"
}

---

(3)
{
  "formula": "C2H7O",
  "method": "ωB97M-V with the def2-TZVPD basis set",
  "elements": ["O", "H", "C", "C", "H", "H", "H", "H", "H", "H"],
  "positions_angstrom": [[0.918, 1.626, 1.538], [0.443, 1.539, 2.374], [-0.848, -1.384, -0.509], [-0.016, -0.238, -1.128], [-1.704, -0.953, -0.010], [-0.202, -1.874, 0.232], [-1.060, -2.165, -1.231], [0.195, 0.426, -0.280], [1.000, -0.280, -1.535], [-0.641, 0.272, -1.857]],
  "orbital_gap_ev": [12.4, 9.3],
  "charge": 0,
  "lumo_energy_ev": [0.96, -2.15],
  "multiplicity": 2
}

---

What energy above the lowest of the compared OMol25 structures with the same formula, charge and spin values result from the calculations? In sequence: 6.013 2.277 0.685 eV.